Molecular formula: C37H44AuN6P2Si2
Method: DFT, the ωB97M-V functional and the def2-TZVPD basis

Element x y z (Å)
Au: -0.2155 1.0057 -0.7232
C: -5.0051 0.6404 0.6228
Si: -3.6258 1.0353 -0.5844
C: -3.6256 2.8694 -0.9372
C: -3.8590 0.1066 -2.1919
N: -2.0987 0.6117 0.1723
P: -1.6031 -0.7953 0.8532
C: -0.0228 -0.8097 0.1820
P: 1.5954 -0.5413 0.7003
N: 1.8345 0.9071 -0.0020
Si: 3.2704 1.5642 -0.7544
C: 4.6589 1.5426 0.5065
C: 3.7971 0.6004 -2.2695
C: 2.9127 3.3340 -1.2497
C: 1.9068 -0.5053 2.4673
C: 1.9739 0.7200 3.1247
C: 2.0977 0.7611 4.5048
C: 2.1382 -0.4199 5.2321
C: 2.0627 -1.6447 4.5817
C: 1.9484 -1.6895 3.2018
C: 2.6772 -1.8308 0.0507
C: 3.9262 -2.0860 0.6133
C: 4.7938 -2.9827 0.0090
C: 4.4158 -3.6337 -1.1574
C: 3.1666 -3.3954 -1.7151
C: 2.2995 -2.4987 -1.1127
C: -2.5491 -2.2255 0.2942
C: -3.7329 -2.6099 0.9232
C: -4.5027 -3.6338 0.3950
C: -4.0911 -4.2858 -0.7602
C: -2.9052 -3.9206 -1.3817
C: -2.1367 -2.8938 -0.8569
C: -1.7843 -0.7731 2.6379
C: -1.8882 0.4517 3.2931
C: -1.9094 0.4975 4.6779
C: -1.8121 -0.6767 5.4116
C: -1.6979 -1.8991 4.7638
C: -1.6842 -1.9499 3.3792
H: -5.8948 1.2268 0.3799
H: -4.7253 0.8806 1.6512
H: -5.2898 -0.4098 0.5803
H: -4.6294 3.1989 -1.2124
H: -2.9598 3.1161 -1.7650
H: -3.3151 3.4441 -0.0620
H: -4.6980 0.5108 -2.7635
H: -4.0488 -0.9548 -2.0212
H: -2.9614 0.1890 -2.8129
H: 5.0855 0.5444 0.6052
H: 4.3226 1.8688 1.4929
H: 5.4662 2.2099 0.1950
H: 4.2140 -0.3733 -2.0031
H: 4.5590 1.1454 -2.8326
H: 2.9446 0.4303 -2.9301
H: 2.3020 3.8400 -0.4996
H: 2.3873 3.3798 -2.2065
H: 3.8407 3.8974 -1.3615
H: 1.9326 1.6356 2.5472
H: 2.1595 1.7143 5.0132
H: 2.2332 -0.3879 6.3097
H: 2.0966 -2.5653 5.1493
H: 1.9012 -2.6478 2.6964
H: 4.2234 -1.5899 1.5291
H: 5.7618 -3.1769 0.4513
H: 5.0920 -4.3362 -1.6266
H: 2.8701 -3.9123 -2.6185
H: 1.3190 -2.3058 -1.5310
H: -4.0539 -2.1142 1.8304
H: -5.4211 -3.9262 0.8865
H: -4.6919 -5.0869 -1.1702
H: -2.5797 -4.4374 -2.2748
H: -1.2073 -2.5975 -1.3279
H: -1.9587 1.3625 2.7107
H: -2.0009 1.4488 5.1853
H: -1.8278 -0.6400 6.4932
H: -1.6224 -2.8139 5.3367
H: -1.6022 -2.9066 2.8767
N: -0.0616 4.3938 -3.3639
C: -0.2769 5.1336 -2.2225
C: -0.4329 4.2307 -1.2216
N: -0.3265 2.9623 -1.7334
C: -0.0964 3.0873 -3.0257
C: 0.0989 1.9398 -3.8930
N: 0.2465 0.7370 -3.3984
C: 0.3726 -0.0990 -4.4758
C: 0.3072 0.6187 -5.6331
N: 0.1305 1.9268 -5.2505
H: 0.1264 4.7748 -4.2751
H: -0.2958 6.2079 -2.2311
H: -0.6213 4.4045 -0.1772
H: 0.5108 -1.1599 -4.3571
H: 0.3666 0.3314 -6.6675
H: 0.0022 2.7025 -5.8770

Forces on atoms 1 to 2 (eV/Å):
Au 0.26 0.31 0.86
C 0.01 0.07 -0.06

Relative energy (zero: lowest compared OMol25 entry of this formula, charge and spin)   0.00 kJ/mol
Total energy   -86047.751 eV
Total charge   +1
Highest occupied orbital energy   -10.21 eV
Lowest unoccupied orbital energy   -2.72 eV
Kohn-Sham gap   7.49 eV